(1)
119
Properties=species:S:1:pos:R:3:forces:R:3 method="wB97M-V/def2-TZVPD" de_lowest_kcal_mol=3.2 e_homo_ha=-0.133 total_charge=-1 molar_mass_da=1154.20 orbital_gap_ev=5.166 largest_force_ha_per_bohr=0.0107 energy_ev=-137909.3951 multiplicity=1
K 1.107 0.020 0.089 0.04 -0.19 -0.52
C -5.701 12.690 -1.866 -0.01 0.02 -0.01
O -4.901 12.348 -0.751 -0.01 0.00 -0.01
C -4.397 11.086 -0.706 0.01 -0.01 0.00
C -3.622 10.779 0.409 0.01 0.03 0.03
C -3.068 9.522 0.543 0.00 -0.02 -0.03
C -3.271 8.539 -0.428 -0.06 0.14 0.00
C -4.046 8.861 -1.536 0.02 -0.03 0.02
C -4.607 10.120 -1.683 -0.02 -0.01 -0.04
C -2.702 7.196 -0.323 0.10 -0.20 0.03
N -2.753 6.283 -1.262 -0.06 0.09 -0.08
C -2.110 5.186 -0.748 0.01 0.04 0.12
C -1.660 5.442 0.529 -0.06 0.00 -0.12
N -2.044 6.735 0.787 -0.04 0.14 0.03
C -0.960 4.490 1.333 0.06 -0.17 -0.04
C -0.454 4.692 2.626 0.04 -0.01 0.04
C 0.201 3.664 3.265 -0.21 0.10 -0.09
C 0.309 2.430 2.611 0.27 -0.03 0.05
N -0.148 2.228 1.393 0.10 -0.06 0.09
C -0.753 3.228 0.742 0.02 0.08 0.13
C -1.174 2.954 -0.633 -0.02 0.05 -0.04
N -0.832 1.758 -1.129 -0.12 -0.07 -0.24
C -1.207 1.448 -2.356 0.01 0.00 0.09
C -1.937 2.331 -3.164 -0.03 0.05 -0.04
C -2.261 3.578 -2.680 0.00 -0.07 -0.05
C -1.871 3.919 -1.380 0.10 -0.10 0.08
H -6.006 13.721 -1.713 0.00 0.00 0.00
H -6.589 12.056 -1.929 0.00 0.00 0.01
H -5.138 12.616 -2.800 0.01 0.00 0.00
H -3.465 11.544 1.158 0.00 -0.01 0.00
H -2.460 9.323 1.418 0.00 -0.01 0.00
H -4.206 8.104 -2.292 0.01 -0.01 0.01
H -5.204 10.330 -2.559 0.00 0.00 0.01
H -1.904 7.240 1.643 0.00 -0.02 0.01
H -0.566 5.653 3.116 -0.01 0.01 -0.02
H 0.621 3.795 4.252 -0.01 -0.01 0.01
H 0.839 1.589 3.051 0.01 0.03 0.04
H -0.909 0.465 -2.707 0.00 0.00 0.00
H -2.225 2.025 -4.161 -0.01 0.01 0.00
H -2.806 4.294 -3.281 0.00 0.02 0.02
S -2.187 -1.540 -0.402 0.13 -0.03 0.03
C -2.001 -3.084 -1.227 -0.06 -0.03 0.04
N -3.112 -3.981 -1.059 0.02 0.05 -0.05
C -2.768 -5.348 -1.374 0.02 0.00 0.09
C -1.977 -5.444 -2.675 0.04 0.05 -0.04
N -0.774 -4.632 -2.602 -0.07 -0.08 -0.01
C 0.470 -5.396 -2.551 -0.08 0.01 0.03
C 0.643 -6.140 -1.245 0.00 -0.04 -0.04
C 0.903 -5.441 -0.064 0.02 -0.01 -0.04
C 1.001 -6.116 1.142 0.00 0.01 0.02
C 0.837 -7.496 1.192 0.00 0.01 0.02
C 0.583 -8.199 0.025 -0.01 0.01 -0.06
C 0.489 -7.520 -1.186 -0.01 -0.03 0.08
C -0.853 -3.416 -1.899 0.08 0.07 0.02
S 0.568 -2.403 -1.950 0.00 0.19 -0.03
C -4.380 -3.507 -1.610 0.05 0.02 0.05
C -4.450 -3.409 -3.117 -0.09 -0.08 -0.02
C -3.723 -2.442 -3.808 0.01 0.05 -0.02
C -3.731 -2.413 -5.195 0.01 0.00 0.02
C -4.475 -3.339 -5.914 0.00 -0.01 -0.01
C -5.217 -4.296 -5.235 0.01 0.01 -0.01
C -5.199 -4.328 -3.847 -0.01 0.04 -0.02
H -3.681 -5.947 -1.419 0.00 -0.01 -0.03
H -2.140 -5.736 -0.564 -0.03 -0.04 -0.01
H -2.590 -5.117 -3.518 -0.01 -0.02 0.03
H -1.692 -6.483 -2.855 0.01 0.00 -0.02
H 1.292 -4.703 -2.710 0.00 0.02 0.00
H 0.444 -6.112 -3.377 0.06 0.02 -0.01
H 1.037 -4.365 -0.117 0.00 -0.01 0.02
H 1.214 -5.560 2.047 0.00 0.00 0.00
H 0.913 -8.018 2.138 0.00 0.00 0.00
H 0.458 -9.275 0.051 0.00 0.00 0.01
H 0.291 -8.075 -2.097 0.00 0.01 -0.01
H -4.557 -2.526 -1.163 -0.04 0.01 -0.02
H -5.167 -4.180 -1.258 -0.01 0.01 0.01
H -3.128 -1.726 -3.255 -0.01 -0.01 -0.01
H -3.144 -1.667 -5.718 0.00 0.00 0.00
H -4.476 -3.315 -6.996 0.00 0.00 0.00
H -5.804 -5.021 -5.786 0.00 0.00 0.00
H -5.767 -5.087 -3.320 0.01 0.01 0.01
C -3.845 -1.516 2.738 0.07 -0.05 -0.03
Si -2.227 -2.464 2.589 0.05 -0.01 0.03
C -1.235 -2.208 4.170 -0.02 -0.01 -0.06
C -2.526 -4.287 2.280 0.03 0.09 -0.02
C -1.225 -1.803 1.141 0.16 -0.02 -0.11
H -4.445 -1.866 3.581 0.02 -0.02 0.01
H -4.431 -1.624 1.824 0.00 0.01 0.01
H -3.645 -0.450 2.885 -0.01 0.00 -0.01
H -1.711 -2.702 5.022 0.00 0.01 0.00
H -1.148 -1.144 4.405 0.00 0.00 -0.01
H -0.220 -2.601 4.074 -0.02 -0.01 -0.01
H -3.133 -4.773 3.047 -0.01 0.06 0.03
H -1.567 -4.810 2.219 -0.02 -0.01 0.00
H -3.021 -4.392 1.310 -0.01 -0.02 0.01
H -0.429 -2.507 0.872 -0.02 -0.02 0.02
H -0.704 -0.869 1.374 -0.44 -0.02 0.27
C 4.087 0.487 3.876 0.08 -0.03 0.03
C 3.689 -0.262 2.590 -0.14 0.03 -0.07
O 2.522 0.138 2.078 -0.01 0.13 0.24
C 4.808 -0.028 1.536 0.04 0.00 0.06
F 6.040 -0.450 1.911 0.00 -0.01 0.01
F 4.543 -0.615 0.359 -0.02 -0.02 -0.04
F 4.932 1.293 1.284 -0.01 0.02 -0.01
C 3.612 -1.778 2.924 0.04 0.03 0.04
F 4.762 -2.302 3.417 0.01 0.00 0.01
F 2.673 -1.992 3.869 -0.02 0.00 0.01
F 3.271 -2.527 1.867 -0.01 -0.02 -0.05
H 4.118 1.550 3.641 0.00 0.00 0.00
H 5.050 0.176 4.287 -0.01 0.00 -0.01
H 3.305 0.315 4.614 0.00 0.00 0.00
I 5.953 1.266 -3.943 0.01 0.03 -0.01
C 4.044 1.552 -3.232 -0.10 -0.04 -0.14
C 3.452 2.741 -2.884 0.02 0.00 0.16
N 2.213 2.423 -2.457 0.01 0.02 -0.09
N 1.956 1.112 -2.533 -0.02 -0.06 0.06
C 3.060 0.566 -3.009 0.04 0.01 0.09
H 3.815 3.754 -2.890 0.04 -0.02 0.00
H 1.497 3.035 -2.101 -0.01 0.00 -0.01
H 3.108 -0.502 -3.158 0.02 0.01 0.00

=====

(2)
17
Properties=species:S:1:pos:R:3:forces:R:3 method="wB97M-V/def2-TZVPD" de_lowest_kcal_mol=58.0 e_homo_ha="-0.274 / -0.276" molar_mass_da=190.97 orbital_gap_ev="6.619 / 6.395" largest_force_ha_per_bohr=0.0610 energy_ev=-49128.1590 multiplicity=1
C -0.329 -1.672 1.097 2.70 0.01 -1.60
N -0.109 -0.214 0.878 0.96 -1.96 -0.06
P 2.456 1.321 -1.201 0.66 -0.33 0.90
P -1.365 2.334 0.818 -2.71 -0.55 0.66
P -2.410 -0.893 -1.017 0.52 0.23 -0.27
P 2.451 -0.408 0.184 -1.29 -0.70 -2.02
P -0.835 0.572 -0.355 -0.10 -0.55 -0.46
H -1.311 -1.969 1.340 -1.28 0.34 1.61
H -0.288 -2.337 0.174 0.86 0.90 0.57
H 0.541 -1.939 1.759 -1.50 -0.42 -0.29
H 2.254 0.448 -2.274 -0.09 -0.11 -0.31
H 1.076 1.642 -1.106 -0.21 -0.01 -0.02
H -0.346 2.976 0.286 1.81 1.60 -1.33
H -0.496 1.800 1.737 0.22 -0.17 0.97
H -1.323 -1.742 -1.584 -1.04 1.01 0.09
H -2.661 -0.025 -2.128 0.12 -0.61 -0.05
H 2.695 0.107 1.392 0.36 1.32 1.61